115
Properties=species:S:1:pos:R:3 method="wB97M-V/def2-TZVPD" e_lumo_ev=0.1 smiles="C#C[C@@](Cl)(O[C@](COC[C@H](F)CC)([PH2]=O)P(=O)(O)O)[C@@H](C)CC.COC[C@@H](C)N.COC[C@@H](C)N.COC[C@@H](C)N.COC[C@@H](C)N" e_homo_ev=-8.970 mol_weight_g_mol=749.280
C 1.2173 -5.1991 3.4957
C 0.8653 -4.5618 2.3958
C 0.4234 -3.7375 1.0418
Cl -0.5094 -5.0314 0.0880
O -0.2919 -2.6353 1.5302
C -0.8187 -1.6265 0.7023
C -1.7888 -2.0148 -0.5213
O -2.8833 -2.8494 0.0132
C -4.1012 -2.6518 -0.7497
C -5.4078 -3.2227 0.0572
F -6.4617 -2.1930 -0.0532
C -5.1489 -3.4334 1.6335
C -4.5622 -4.9119 2.0115
P 0.3652 -0.2747 0.0554
O 1.3172 0.3086 1.1581
P -2.0199 -0.6429 1.8795
O -1.3586 0.5940 2.5133
O -3.4187 -0.0968 1.0474
O -2.4117 -1.7048 3.2014
C 1.8297 -3.5184 0.2809
C 1.7444 -3.2720 -1.3134
C 2.8395 -2.4738 1.0554
C 4.1205 -3.2775 1.6973
H 1.1416 -5.8076 4.4737
H -2.2196 -1.0511 -1.0223
H -1.3140 -2.6276 -1.3667
H -4.0748 -3.2663 -1.7436
H -4.3260 -1.5495 -0.9995
H -5.7904 -4.2192 -0.3704
H -4.4803 -2.5714 1.9944
H -6.1413 -3.3374 2.2407
H -3.4268 -4.9030 2.2374
H -5.1428 -5.3092 2.9424
H -4.8238 -5.6176 1.1331
H 1.0490 -0.6097 -1.1584
H -0.5035 0.8453 -0.2931
H -3.8145 0.6955 1.4893
H -1.5920 -1.6481 3.7746
H 2.3859 -4.5412 0.3949
H 2.3467 -4.1104 -1.8597
H 0.6925 -3.3005 -1.7663
H 2.3321 -2.2959 -1.5463
H 3.2758 -1.6804 0.3396
H 2.2969 -2.0065 1.9730
H 5.0762 -2.6219 1.7110
H 3.8932 -3.6140 2.7911
H 4.3842 -4.2365 1.1190
C 9.6621 -4.1686 2.1900
O 8.4209 -3.4945 2.0600
C 8.5262 -2.1446 1.6125
C 8.6692 -1.9913 0.0826
C 10.0672 -2.3178 -0.4346
N 7.6901 -2.8191 -0.6362
H 10.4630 -3.4999 2.5191
H 9.9293 -4.6486 1.2462
H 9.5417 -4.9573 2.9366
H 7.5881 -1.6630 1.9123
H 9.3276 -1.6204 2.1468
H 8.4737 -0.9415 -0.1599
H 10.2651 -3.3916 -0.4655
H 10.1905 -1.9439 -1.4559
H 10.8358 -1.8461 0.1861
H 6.7528 -2.5308 -0.3555
H 7.7691 -3.7687 -0.2700
C -11.2390 0.8492 0.8213
O -9.9821 0.6820 0.1857
C -8.9201 1.4315 0.7717
C -8.2815 0.7690 2.0114
C -9.1276 0.8982 3.2749
N -7.9924 -0.6519 1.7749
H -11.3764 1.8646 1.2046
H -11.3531 0.1191 1.6253
H -12.0199 0.6495 0.0836
H -8.1499 1.5034 -0.0051
H -9.2419 2.4583 0.9844
H -7.3340 1.2836 2.2048
H -9.9828 0.2188 3.2806
H -8.5279 0.6593 4.1588
H -9.5018 1.9203 3.3946
H -7.3508 -0.7265 0.9872
H -8.8502 -1.0823 1.4273
C -3.1473 5.5574 -1.0287
O -1.9881 5.8638 -1.7860
C -0.7939 5.9838 -1.0151
C -0.1129 4.6388 -0.6823
C -0.8065 3.8636 0.4334
N -0.0123 3.7769 -1.8688
H -3.1294 6.0234 -0.0391
H -3.2617 4.4750 -0.9388
H -4.0162 5.9352 -1.5730
H -0.1027 6.5660 -1.6358
H -0.9742 6.5784 -0.1115
H 0.9012 4.8638 -0.3353
H -1.7284 3.3801 0.1011
H -0.1505 3.0710 0.8080
H -1.0489 4.5189 1.2763
H 0.5356 4.2640 -2.5801
H -0.9447 3.7190 -2.2811
C 5.1709 6.4145 -3.4947
O 4.1525 6.2088 -4.4607
C 4.2370 4.9644 -5.1518
C 3.6297 3.7692 -4.3866
C 4.5181 3.2526 -3.2586
N 2.3062 4.0961 -3.8384
H 6.1247 5.9738 -3.7995
H 4.8575 6.0150 -2.5279
H 5.3104 7.4916 -3.3749
H 3.6595 5.1020 -6.0733
H 5.2695 4.7620 -5.4609
H 3.5106 2.9497 -5.1031
H 4.5006 3.8993 -2.3784
H 4.1798 2.2644 -2.9317
H 5.5568 3.1544 -3.5903
H 1.6886 4.3504 -4.6097
H 2.4030 4.9656 -3.3113